Entry 1:
The following is a quantum chemistry calculation of an isolated molecule of C3H7N in a non-equilibrium geometry, from the OMol25 dataset.

Positions of all 11 atoms, in Å:
1 N -0.8310 1.2425 -0.8467
2 C -0.7706 0.2313 0.2342
3 C 1.2750 -1.1938 0.3171
4 C 0.7091 0.0106 0.4690
5 H 2.3341 -1.2903 0.5174
6 H -1.2435 -0.7447 -0.0231
7 H -1.8277 1.4357 -1.0996
8 H -1.2181 0.6625 1.1723
9 H 0.6944 -2.1190 0.1102
10 H -0.3467 0.8728 -1.6596
11 H 1.2249 0.8923 0.8089

Values from the calculation:
* structure (SMILES): C=CCN
* relative energy (zero: lowest compared OMol25 entry of this formula, charge and spin): 12.4 kcal per mole
* electronic energy: -4713.6179 eV
* LUMO level: 1.24 eV
* net charge: 0

Entry 2:
The following is a quantum chemistry calculation of a cluster of 2 separate species, C6H15BrSi in total in a non-equilibrium geometry, from the OMol25 dataset.

Positions of all 23 atoms, in Å:
1 Br -3.3848 0.6272 -1.8517
2 Si 0.8034 -0.5057 0.0182
3 C -1.4448 0.6358 1.4062
4 C -0.4331 1.9907 -0.3290
5 C 0.7946 -1.8287 1.4044
6 C -0.0067 -1.2492 -1.5512
7 C -0.4970 0.8195 0.5558
8 C 2.5101 0.2859 -0.1143
9 H -0.1762 -2.3007 1.6183
10 H 0.4753 -1.3904 -2.5794
11 H 3.0006 -0.2247 -0.9685
12 H -0.9333 2.9332 0.0168
13 H 0.5464 2.5229 -0.3385
14 H -0.6401 1.6840 -1.3626
15 H -2.0518 1.4438 1.9164
16 H -0.9304 -0.7276 -1.5902
17 H -1.6711 -0.3848 1.7336
18 H 1.4144 -2.6466 1.3000
19 H -3.3135 0.2387 -0.5060
20 H 2.4099 1.2595 -0.6720
21 H -0.3475 -2.3426 -1.3855
22 H 0.8514 -1.3156 2.4335
23 H 3.0242 0.4757 0.8460

Values from the calculation:
* structure (SMILES): C=C(C)[Si](C)(C)C.Br
* relative energy (zero: lowest compared OMol25 entry of this formula, charge and spin): 70.3 kcal per mole
* electronic energy: -84384.1925 eV
* LUMO level: 0.71 eV
* net charge: 0

Entry 3:
The following is a quantum chemistry calculation of a structure of composition C29H29N3SiSm in a non-equilibrium geometry, from the OMol25 dataset.

Positions of all 63 atoms, in Å:
1 Sm -0.6306 0.3725 2.0943
2 Si -1.1764 -1.4598 -3.8975
3 N 1.6778 -0.0313 1.6316
4 N 0.5625 -0.8996 3.7829
5 N 1.8582 -1.1641 3.7098
6 C -1.4231 -1.9542 7.3262
7 C -1.9704 0.7015 -5.5732
8 C -0.0450 -2.2021 7.2071
9 C 1.2395 -0.0228 -4.1386
10 C -2.7291 1.8372 -5.8781
11 C 1.2935 -2.2951 -5.0037
12 C 0.0526 2.2581 3.6703
13 C -0.7209 2.8300 1.5600
14 C 0.4583 2.6209 2.3478
15 C 2.4487 -0.7245 2.5305
16 C 0.6284 -1.8582 6.0344
17 C -2.1704 0.0310 -4.3537
18 C 3.8149 -0.9886 2.2786
19 C -3.9023 1.6298 -3.7709
20 C 2.6362 -2.1258 -5.3514
21 C 3.2865 -0.9133 -5.0916
22 C 4.3822 -0.5210 1.1004
23 C -3.6930 2.3055 -4.9784
24 C 0.5888 -1.2398 -4.3952
25 C 3.5955 0.2161 0.2011
26 C -1.3784 2.2420 3.7040
27 C 2.2640 0.4647 0.5084
28 C 2.5861 0.1352 -4.4859
29 C -1.8589 2.5889 2.3991
30 C -0.0808 -1.2754 4.9719
31 C -2.1326 -1.3599 6.2706
32 C -1.4818 -1.0299 5.0840
33 C -3.1599 0.4858 -3.4649
34 C -1.1358 -0.1030 -0.2943
35 H 1.6048 1.0560 -0.1408
36 H -2.9069 2.7063 2.1104
37 H 3.9987 0.6066 -0.7343
38 H -1.9916 2.0836 4.5941
39 H 5.4279 -0.7211 0.8737
40 H 1.4840 2.8129 2.0259
41 H 4.3390 -1.5589 3.0411
42 H -1.2217 0.3389 -6.2836
43 H -2.0281 -0.5766 4.2372
44 H 1.7000 -2.0203 5.9050
45 H -1.2355 -1.7589 -2.4677
46 H 0.5061 -2.6649 8.0258
47 H -1.7632 -2.6094 -4.6605
48 H -3.2023 -1.1549 6.3686
49 H -4.6490 1.9920 -3.0631
50 H -0.3719 0.2929 -0.9704
51 H -0.7416 3.1315 0.5093
52 H 4.3355 -0.7866 -5.3616
53 H -3.3298 -0.0523 -2.5286
54 H 0.7171 2.1242 4.5277
55 H 3.1798 -2.9437 -5.8271
56 H -2.0986 0.3627 -0.5352
57 H -1.2006 -1.1855 -0.4206
58 H -4.2816 3.1919 -5.2178
59 H 0.7791 -3.2381 -5.2063
60 H -1.9499 -2.2260 8.2418
61 H -2.5632 2.3576 -6.8220
62 H 0.6962 0.8045 -3.6708
63 H 3.0829 1.0848 -4.2851

Values from the calculation:
* spin multiplicity: 6
* electronic energy: -60787.3132 eV
* LUMO level (alpha / beta): -5.42 / -5.43 eV
* <S²>: 8.780
* net charge: +1

Entry 4:
The following is a quantum chemistry calculation of a structure of composition C13H38Cl2O16P4 in a non-equilibrium geometry, from the OMol25 dataset.

Positions of all 73 atoms, in Å:
1 Cl 1.1135 -0.7884 -1.5447
2 Cl -1.4104 -1.9841 -0.2402
3 P 1.0852 -0.8219 2.8755
4 P 2.8997 3.3884 -1.7137
5 P -0.3999 -2.6814 -5.4064
6 P -3.6297 -0.0736 3.9164
7 O -3.0433 -0.0615 2.3225
8 O 0.5222 -2.1802 -6.6930
9 O 0.7483 -0.4820 4.3553
10 O -0.1195 -1.0943 2.1042
11 O 0.0868 -1.6332 -4.3005
12 O 3.0825 1.7796 -1.7888
13 O -5.0054 -0.9433 3.9553
14 O 2.4403 4.2338 -2.8712
15 O -4.2682 1.4305 4.1516
16 O -1.8927 -2.1314 -5.7804
17 O 1.7961 0.5257 2.4639
18 O -2.6336 -0.4719 4.9608
19 O 2.2813 -1.9285 2.9979
20 O 4.4109 3.9075 -1.2593
21 O -0.1958 -4.0758 -4.9095
22 O 2.1097 3.7008 -0.3517
23 C -4.8630 1.7963 5.3759
24 C -5.2966 -1.8866 2.9417
25 C -1.6129 -0.0095 2.0071
26 C -0.1905 -1.7606 -2.9493
27 C 1.9911 0.9263 -1.6532
28 C 0.1282 -2.5527 -7.9770
29 C 2.5347 3.1987 0.9208
30 C -0.2324 0.4456 4.6663
31 C 2.0074 -3.2647 2.4950
32 C 2.8957 0.3672 1.5646
33 C 4.6228 5.1819 -0.8699
34 C -2.0618 -0.9061 -6.2533
35 C 0.1669 -1.1841 -0.0056
36 H -1.1270 -1.2581 -2.7073
37 H 2.5659 -0.4880 0.9747
38 H -1.1052 -0.1162 4.9990
39 H -5.3169 -2.8701 3.4112
40 H 3.4879 2.6701 0.9243
41 H -0.7961 -3.1278 -7.9217
42 H 0.7061 -1.8137 0.7023
43 H -0.1645 -2.8003 -2.6231
44 H -1.2569 -0.4006 1.0540
45 H 1.7479 2.5849 1.3593
46 H 4.1005 5.3564 0.0707
47 H 4.2643 6.0126 -1.4779
48 H 3.8330 0.1708 2.0851
49 H 5.6828 5.2157 -0.6184
50 H 0.7923 -3.3025 -8.4070
51 H 2.6319 4.0175 1.6337
52 H -5.8968 2.0445 5.1355
53 H 1.4800 -3.3304 1.5434
54 H 2.3899 -0.0718 -1.4721
55 H 1.3236 1.2523 -0.8555
56 H -1.1166 -0.5999 2.7773
57 H -2.6112 -0.8162 -7.1904
58 H -4.5549 -1.9612 2.1464
59 H -4.4976 2.7631 5.7219
60 H -0.0252 -0.2052 0.4336
61 H -2.6581 -0.3467 -5.5325
62 H 0.1262 -1.6890 -8.6418
63 H -1.1090 -0.3908 -6.3750
64 H 3.1535 1.2046 0.9161
65 H -0.5014 1.1100 3.8451
66 H -1.2730 1.0259 2.0337
67 H -6.2559 -1.6993 2.4592
68 H 1.4242 0.8605 -2.5818
69 H 0.2082 1.1028 5.4160
70 H -4.9773 1.0479 6.1602
71 H 1.5807 -3.9607 3.2174
72 H 2.9509 -3.8018 2.3983
73 H 0.7265 -1.3561 -2.5208

Values from the calculation:
* relative energy (zero: lowest compared OMol25 entry of this formula, charge and spin): 504.7 kcal per mole
* electronic energy: -109043.8861 eV
* LUMO level: 0.29 eV
* net charge: 0

Entry 5:
The following is a quantum chemistry calculation of a structure of composition C6H12FN in a non-equilibrium geometry, from the OMol25 dataset.

Positions of all 20 atoms, in Å:
1 F 0.8262 0.8112 1.9618
2 N 0.3498 -0.0441 -1.1141
3 C 1.1538 0.9495 -0.2779
4 C -0.3236 -0.4990 0.1059
5 C -0.5756 0.0809 -2.2294
6 C 0.9765 0.0786 0.8650
7 C -1.4859 0.4003 0.4409
8 C -0.5910 -1.8772 0.2473
9 H -0.8584 -2.1912 1.3838
10 H 1.9466 -0.4661 0.7752
11 H -2.0788 -0.2534 1.2700
12 H -0.5908 -1.1770 -2.6862
13 H -1.7827 0.4502 -1.7509
14 H -0.0421 1.0675 -3.1034
15 H 0.1882 -2.6349 -0.1591
16 H 0.7818 2.0565 -0.0742
17 H -2.1599 0.5001 -0.6118
18 H 2.2257 1.1514 -0.5931
19 H -0.8881 1.5496 1.2346
20 H -1.5503 -1.8442 -0.4524

Values from the calculation:
* relative energy (zero: lowest compared OMol25 entry of this formula, charge and spin): 191.8 kcal per mole
* electronic energy: -10615.8451 eV
* LUMO level: 0.79 eV
* net charge: 0

Entry 6:
The following is a quantum chemistry calculation of an isolated molecule of C3H5I in a non-equilibrium geometry, from the OMol25 dataset.

Positions of all 9 atoms, in Å:
1 I 0.2534 -2.2339 0.6875
2 C 1.6551 -1.7453 -0.9204
3 C -1.1140 0.9754 -0.1684
4 C 0.1074 0.3440 0.4556
5 H 2.6458 -1.4960 -0.3399
6 H -0.4447 1.8505 -0.5205
7 H -1.4159 0.4301 -1.0367
8 H 0.3205 0.7603 1.4280
9 H -2.0077 1.1149 0.4148

Values from the calculation:
* relative energy (zero: lowest compared OMol25 entry of this formula, charge and spin): 184.0 kcal per mole
* electronic energy: -11284.0504 eV
* LUMO level (alpha / beta): -1.31 / -1.31 eV
* net charge: 0

Entry 7:
The following is a quantum chemistry calculation of a cluster of 2 separate species, C5H18Si3 in total in a non-equilibrium geometry, from the OMol25 dataset.

Positions of all 26 atoms, in Å:
1 Si -0.7571 1.1598 0.4934
2 Si 1.7897 -0.4043 -0.5386
3 Si 3.6675 0.8112 -0.3935
4 C -2.3944 -1.2244 0.6769
5 C 4.8789 0.0825 0.7748
6 C -2.1139 -0.1807 -1.5726
7 C -2.2514 0.0841 -0.0390
8 C -3.5377 0.8762 0.0974
9 H -1.7515 -1.9367 0.2831
10 H 4.7529 -1.0300 0.8943
11 H -2.1436 0.7966 -2.1870
12 H -0.8838 1.4522 2.0500
13 H -3.8199 1.1344 1.0860
14 H -2.9326 -0.8324 -1.9354
15 H 1.0853 -0.2167 -1.8729
16 H -4.3043 0.2864 -0.3017
17 H -1.1908 -0.5476 -1.8407
18 H 1.7019 -1.8414 -0.2593
19 H 5.9522 0.4254 0.7411
20 H 4.4578 0.5306 1.6975
21 H -0.5346 2.4770 -0.0898
22 H -3.4174 1.6700 -0.5449
23 H 3.4373 2.2659 -0.3702
24 H -3.3369 -1.5913 0.5240
25 H -2.2602 -1.2309 1.7524
26 H 4.6154 0.7369 -1.4921

Values from the calculation:
* relative energy (zero: lowest compared OMol25 entry of this formula, charge and spin): 39.6 kcal per mole
* electronic energy: -29105.9857 eV
* LUMO level: -0.17 eV
* net charge: 0

Entry 8:
The following is a quantum chemistry calculation of a structure of composition C19H17HoO4P in a non-equilibrium geometry, from the OMol25 dataset.

Positions of all 42 atoms, in Å:
1 Ho 0.0006 0.4594 -0.2326
2 P 1.0568 -0.5676 2.3596
3 O 3.0286 2.0932 0.6364
4 O 1.9549 -2.3365 -1.2107
5 O -1.6188 -2.5729 0.5486
6 O -1.4162 2.7152 2.1573
7 C -1.2915 -1.5008 3.5977
8 C -0.3725 0.4721 -2.7245
9 C 1.6889 -4.6725 2.7460
10 C -0.3107 -0.5029 3.5718
11 C -0.5117 0.6850 4.2938
12 C 1.3414 -1.4137 -0.8838
13 C 2.7549 -4.8594 1.8575
14 C 2.0612 1.5410 0.3233
15 C -1.0872 -1.5691 0.3154
16 C 1.2273 -3.3843 3.0409
17 C -1.7227 0.9132 4.9357
18 C 1.7555 -2.2791 2.3605
19 C 2.3571 0.2521 3.3250
20 C -2.7080 -0.0823 4.9591
21 C -2.4811 -1.2915 4.2955
22 C -1.2408 1.4336 -2.2336
23 C 2.9060 -2.4603 1.5753
24 C 3.3576 -3.7396 1.2726
25 C -0.9427 1.9787 1.4115
26 H 3.3163 0.1373 2.8113
27 H -3.2345 -2.0765 4.2770
28 H 3.1041 -5.8665 1.6226
29 H -0.6976 -0.5552 -2.9573
30 H -2.3084 1.2305 -2.0662
31 H -1.8916 1.8800 5.4109
32 H -0.9763 2.5016 -2.2096
33 H 0.2671 1.4473 4.3223
34 H 4.1657 -3.8564 0.5505
35 H 3.4405 -1.5883 1.1820
36 H -3.6503 0.0831 5.4826
37 H 1.1882 -5.5167 3.2154
38 H 0.6172 0.7234 -3.1410
39 H -1.1385 -2.4302 3.0536
40 H 0.4460 -3.2558 3.7904
41 H 2.1271 1.3144 3.4556
42 H 2.3985 -0.2443 4.3065

Values from the calculation:
* spin multiplicity: 5
* electronic energy: -63223.8562 eV
* LUMO level (alpha / beta): -13.38 / -13.23 eV
* <S²>: 6.005
* net charge: +3